[1]
# C2H6N4

The molecule C2H6N4 (the ωB97M-V functional and the def2-TZVPD basis, OMol25).

Each line ends with the natural charge from an NBO analysis.
Geometry (Å):
H1 2.34 1.81 -0.01  0.327
N1 2.53 0.87 -0.52  -0.654
C1 1.42 0.15 -0.56  0.265
N2 0.21 0.53 0.16  -0.661
C2 -0.96 -0.24 0.32  0.572
N3 -1.26 -1.08 -0.67  -0.801
N4 -1.61 -0.31 1.43  -0.758
H2 -1.11 0.10 2.21  0.338
H3 1.37 -0.91 -0.96  0.196
H4 0.33 1.24 0.83  0.397
H5 -1.04 -0.75 -1.58  0.374
H6 -2.23 -1.39 -0.64  0.407

The value obtained for the LUMO energy is 0.8 eV. The HOMO energy is -9.262 eV. The calculation puts the total energy at -298.81340 Eh. Its net charge is 0. Its SMILES is [H]/N=C\N/C(N)=N\[H]. The value obtained for the HOMO-LUMO gap is 10.1 eV. Its energy relative to the best compared isomer or geometry (same formula, charge and spin) is 93.2 kJ/mol.


[2]
# C28H74Cl4O28P6

A cluster of 10 separate species, C28H74Cl4O28P6 in total (the ωB97M-V functional and the def2-TZVPD basis, OMol25).

Each line ends with the Löwdin charge.
Geometry (Å):
C1 1.42 -4.35 -1.43  -0.106
O1 1.23 -3.85 -0.12  -0.235
P1 1.17 -4.82 1.15  0.371
O2 0.37 -6.03 0.91  -0.236
O3 0.69 -3.84 2.30  -0.226
C2 0.02 -4.40 3.44  -0.089
O4 2.71 -5.06 1.55  -0.258
C3 3.57 -5.90 0.77  -0.102
H1 0.59 -4.06 -2.07  0.071
H2 1.47 -5.44 -1.48  0.084
H3 2.33 -3.92 -1.85  0.091
H4 0.41 -3.91 4.33  0.092
H5 0.25 -5.45 3.64  0.093
H6 -1.05 -4.21 3.36  0.032
H7 4.02 -6.61 1.46  0.093
H8 4.43 -5.33 0.43  0.053
H9 3.05 -6.35 -0.07  0.080
C4 5.57 1.08 -0.24  -0.106
O5 6.49 0.37 -1.08  -0.200
P2 6.37 0.60 -2.66  0.389
O6 7.35 -0.18 -3.41  -0.226
O7 4.83 0.27 -2.96  -0.228
C5 4.29 -1.02 -2.89  -0.105
O8 6.42 2.18 -2.86  -0.201
C6 6.58 2.75 -4.15  -0.096
H10 4.60 1.37 -0.64  0.064
H11 6.05 2.01 0.07  0.092
H12 5.41 0.46 0.64  0.052
H13 5.02 -1.82 -2.70  0.094
H14 3.79 -1.24 -3.83  0.091
H15 3.51 -1.16 -2.14  0.065
H16 5.88 3.56 -4.33  0.078
H17 6.38 2.02 -4.94  0.075
H18 7.59 3.14 -4.27  0.094
C7 0.13 3.78 -1.05  -0.096
O9 0.85 4.56 -0.12  -0.191
P3 2.12 3.97 0.63  0.387
O10 3.12 3.36 -0.28  -0.228
O11 2.66 5.12 1.58  -0.186
C8 3.25 6.29 1.07  -0.110
O12 1.46 2.97 1.64  -0.193
C9 2.27 2.09 2.40  -0.103
H19 0.27 2.71 -0.88  0.082
H20 0.41 4.04 -2.07  0.077
H21 -0.95 3.87 -0.94  0.090
H22 2.55 7.11 0.90  0.090
H23 3.82 6.13 0.15  0.090
H24 3.98 6.71 1.77  0.089
H25 3.29 1.97 2.02  0.073
H26 1.82 1.09 2.45  0.060
H27 2.33 2.43 3.43  0.097
C10 -6.63 1.96 1.08  -0.110
O13 -6.59 0.64 0.59  -0.203
P4 -5.33 -0.30 0.87  0.391
O14 -5.29 -1.52 0.05  -0.220
O15 -4.09 0.72 0.77  -0.240
C11 -3.72 1.19 -0.54  -0.068
O16 -5.31 -0.53 2.45  -0.242
C12 -6.16 -1.51 3.06  -0.075
H28 -6.12 2.67 0.42  0.090
H29 -6.18 2.09 2.07  0.090
H30 -7.66 2.26 1.27  0.093
H31 -3.51 2.25 -0.46  0.096
H32 -4.44 0.94 -1.32  0.069
H33 -2.74 0.74 -0.76  0.073
H34 -7.08 -1.65 2.49  0.091
H35 -6.46 -1.10 4.03  0.091
H36 -5.61 -2.44 3.19  0.072
C13 -2.18 -1.32 -3.26  -0.089
O17 -2.94 -0.89 -4.39  -0.203
P5 -3.70 0.51 -4.43  0.396
O18 -4.19 0.94 -5.75  -0.222
O19 -4.83 0.39 -3.29  -0.247
C14 -5.70 -0.74 -3.38  -0.096
O20 -2.67 1.51 -3.73  -0.235
C15 -1.73 2.27 -4.47  -0.079
H37 -2.02 -0.52 -2.54  0.057
H38 -1.21 -1.67 -3.61  0.089
H39 -2.74 -2.10 -2.74  0.051
H40 -6.10 -0.84 -4.40  0.094
H41 -6.55 -0.57 -2.72  0.091
H42 -5.23 -1.67 -3.05  0.084
H43 -1.59 1.89 -5.48  0.095
H44 -0.76 2.18 -3.97  0.062
H45 -2.00 3.32 -4.46  0.092
C16 -3.95 -2.31 8.26  -0.102
O21 -4.02 -0.89 8.32  -0.205
P6 -3.06 -0.04 7.40  0.356
O22 -1.67 -0.51 7.39  -0.234
O23 -3.81 0.01 5.98  -0.222
C17 -3.30 0.80 4.89  -0.072
O24 -3.30 1.45 7.94  -0.216
C18 -2.85 1.73 9.27  -0.091
H46 -3.43 -2.70 9.14  0.091
H47 -3.38 -2.64 7.39  0.083
H48 -4.92 -2.81 8.22  0.087
H49 -3.41 0.24 3.97  0.064
H50 -2.32 1.23 5.08  0.091
H51 -3.97 1.66 4.90  0.093
H52 -2.37 0.89 9.78  0.086
H53 -3.73 2.00 9.86  0.089
H54 -2.18 2.58 9.20  0.090
C19 4.76 1.79 -7.67  -0.068
C20 3.58 1.43 -6.83  -0.214
O25 3.66 2.13 -5.58  -0.011
C21 2.70 2.03 -4.67  -0.536
C22 2.90 2.91 -3.46  0.030
O26 1.68 1.40 -4.79  0.082
H55 5.67 1.27 -7.37  0.078
H56 4.93 2.87 -7.74  0.084
H57 4.61 1.51 -8.71  0.081
H58 2.59 1.68 -7.23  0.126
H59 3.47 0.35 -6.67  0.128
H60 2.75 2.39 -2.51  0.052
H61 2.16 3.71 -3.44  0.082
H62 3.89 3.35 -3.48  0.069
C23 -1.03 -0.03 1.84  -0.031
C24 -1.11 -1.16 0.83  -0.198
O27 -0.62 -0.67 -0.43  -0.025
C25 0.68 -0.60 -0.69  -0.529
C26 0.96 -0.11 -2.08  0.023
O28 1.55 -0.83 0.12  0.082
H63 -1.28 -0.37 2.85  0.080
H64 -1.68 0.80 1.55  0.072
H65 -0.01 0.33 1.97  0.052
H66 -0.50 -2.02 1.09  0.093
H67 -2.14 -1.46 0.71  0.073
H68 0.86 -0.91 -2.81  0.092
H69 1.87 0.48 -2.18  0.061
H70 0.20 0.60 -2.43  0.072
Cl1 4.46 -0.75 3.29  0.527
C27 3.61 -2.02 2.37  -0.962
Cl2 4.59 -2.62 1.00  0.568
H71 3.42 -2.85 3.04  0.019
H72 2.68 -1.64 1.97  -0.004
Cl3 -3.13 -3.83 1.75  0.609
C28 -3.60 -4.44 0.18  -0.958
Cl4 -2.26 -4.28 -0.98  0.571
H73 -3.87 -5.49 0.26  0.031
H74 -4.41 -3.86 -0.24  0.007

The value obtained for the LUMO energy is 0.4 eV. The HOMO energy is -10.296 eV. The calculation puts the total energy at -7107.45868 Eh. Its net charge is 0. Its SMILES is COP(=O)(OC)OC.COP(=O)(OC)OC.COP(=O)(OC)OC.COP(=O)(OC)OC.COP(=O)(OC)OC.COP(=O)(OC)OC.CCOC(C)=O.CCOC(C)=O.ClCCl.ClCCl. The value obtained for the HOMO-LUMO gap is 10.7 eV. Its energy relative to the best compared isomer or geometry (same formula, charge and spin) is 0.0 kJ/mol.


[3]
# C17H21N4O3S

The ion C17H21N4O3S with charge -1 (the ωB97M-V functional and the def2-TZVPD basis, OMol25).

Each line ends with the natural charge from an NBO analysis.
Geometry (Å):
C1 2.21 -1.76 -0.68  -0.421
N1 1.04 -2.11 -1.45  -0.599
C2 -0.15 -1.49 -1.54  0.679
O1 -0.99 -1.92 -2.34  -0.651
C3 -0.48 -0.25 -0.70  -0.114
C4 -0.75 0.98 -1.56  -0.427
C5 0.31 1.29 -2.56  -0.109
C6 0.24 1.15 -3.91  -0.004
N2 1.40 1.63 -4.49  -0.541
C7 2.29 2.12 -3.52  0.105
C8 3.53 2.75 -3.57  -0.247
C9 4.14 3.22 -2.39  -0.220
C10 3.58 2.85 -1.15  -0.247
C11 2.34 2.18 -1.09  -0.220
C12 1.63 1.87 -2.29  -0.012
N3 -1.58 -0.41 0.28  -0.647
C13 -1.48 -1.11 1.43  0.692
O2 -0.43 -1.71 1.75  -0.680
C14 -2.79 -1.12 2.29  -0.154
C15 -3.35 0.26 2.53  -0.524
S1 -4.36 0.73 1.08  -0.678
N4 -2.70 -1.86 3.55  -0.600
C16 -1.81 -1.65 4.52  0.683
C17 -1.85 -2.67 5.70  -0.713
O3 -0.98 -0.73 4.51  -0.643
H1 2.07 -1.86 0.38  0.224
H2 3.05 -2.42 -0.95  0.197
H3 2.51 -0.72 -0.91  0.200
H4 1.11 -2.88 -2.07  0.394
H5 0.38 0.03 -0.07  0.203
H6 -0.88 1.85 -0.94  0.232
H7 -1.72 0.86 -2.08  0.236
H8 -0.64 0.78 -4.45  0.226
H9 1.53 1.64 -5.49  0.403
H10 4.03 2.98 -4.50  0.204
H11 5.02 3.82 -2.50  0.207
H12 4.07 3.15 -0.24  0.210
H13 1.86 2.00 -0.12  0.223
H14 -2.42 0.16 0.19  0.441
H15 -3.55 -1.66 1.70  0.235
H16 -2.49 0.93 2.70  0.204
H17 -4.01 0.24 3.41  0.200
H18 -3.34 -2.61 3.66  0.386
H19 -1.15 -2.26 6.43  0.234
H20 -2.92 -2.63 6.07  0.209
H21 -1.52 -3.68 5.40  0.221

The value obtained for the LUMO energy is 2.6 eV. The HOMO energy is -3.217 eV. The calculation puts the total energy at -1503.43773 Eh. Its net charge is -1. Its SMILES is CNC(=O)[C@@H](Cc1c[nH]c2ccccc12)NC(=O)[C@H](C[S-])NC(C)=O. The value obtained for the HOMO-LUMO gap is 5.8 eV. Its energy relative to the best compared isomer or geometry (same formula, charge and spin) is 114.8 kJ/mol.


[4]
# C39H56AsIrN5SSi3

A structure of composition C39H56AsIrN5SSi3 (the ωB97M-V functional and the def2-TZVPD basis, OMol25).

Each line ends with the Löwdin charge.
Geometry (Å):
Ir1 -0.42 -0.66 -0.17  1.044
C1 -1.26 -1.12 -3.31  -0.118
N1 -1.00 -2.00 -2.17  -0.198
C2 -2.27 -2.64 -1.80  -0.104
C3 -2.26 -3.19 -0.42  -0.257
C4 -2.79 -4.44 -0.13  0.030
C5 -2.82 -4.87 1.19  0.008
C6 -2.32 -4.03 2.18  -0.007
C7 -1.82 -2.80 1.80  -0.162
N2 -1.79 -2.39 0.53  -0.001
C8 0.04 -2.99 -2.46  -0.095
C9 0.93 -3.32 -1.29  -0.265
C10 1.80 -4.40 -1.40  0.010
C11 2.69 -4.67 -0.38  0.003
C12 2.69 -3.85 0.74  -0.003
C13 1.79 -2.81 0.79  -0.101
N3 0.94 -2.54 -0.21  0.004
C14 -2.04 0.08 -2.86  -0.264
C15 -2.97 0.70 -3.67  0.025
C16 -3.59 1.86 -3.25  0.008
C17 -3.23 2.39 -2.01  -0.005
C18 -2.32 1.70 -1.24  -0.148
N4 -1.74 0.56 -1.64  0.017
H1 -1.79 -1.64 -4.11  0.155
H2 -0.31 -0.77 -3.72  0.126
H3 -2.54 -3.42 -2.52  0.148
H4 -3.05 -1.87 -1.84  0.142
H5 -3.19 -5.06 -0.92  0.134
H6 -3.23 -5.84 1.45  0.134
H7 -2.32 -4.34 3.21  0.132
H8 -1.45 -2.10 2.54  0.025
H9 0.70 -2.60 -3.24  0.136
H10 -0.38 -3.91 -2.86  0.151
H11 1.78 -5.01 -2.30  0.137
H12 3.39 -5.49 -0.46  0.133
H13 3.36 -4.03 1.57  0.128
H14 1.74 -2.15 1.65  0.071
H15 -3.20 0.27 -4.64  0.136
H16 -4.32 2.35 -3.87  0.134
H17 -3.67 3.31 -1.66  0.130
H18 -2.04 2.05 -0.26  0.036
C19 -0.99 3.98 0.80  -0.205
Si1 0.01 3.01 2.08  0.430
C20 1.82 2.86 1.57  -0.220
C21 -0.20 3.86 3.75  -0.173
As1 -0.69 0.57 1.98  0.746
Si2 0.71 -0.27 3.89  0.413
C22 0.39 0.80 5.41  -0.184
C23 2.45 -0.13 3.16  -0.219
C24 0.28 -2.06 4.32  -0.206
Si3 -3.04 0.64 2.85  0.396
C25 -4.09 0.75 1.29  -0.210
C26 -3.48 -0.92 3.82  -0.188
C27 -3.22 2.15 3.96  -0.193
H19 -0.78 5.04 0.93  0.054
H20 -2.07 3.85 0.92  0.028
H21 -0.71 3.72 -0.22  0.020
H22 2.14 3.78 1.08  0.029
H23 1.97 2.03 0.88  -0.044
H24 2.47 2.72 2.43  0.038
H25 0.25 4.86 3.67  0.059
H26 0.30 3.36 4.57  0.013
H27 -1.24 4.01 4.03  0.021
H28 1.12 1.60 5.50  0.034
H29 0.51 0.17 6.30  0.052
H30 -0.61 1.22 5.44  0.014
H31 2.99 0.71 3.61  0.039
H32 2.43 0.02 2.08  -0.004
H33 3.02 -1.03 3.37  0.041
H34 -0.73 -2.16 4.72  0.023
H35 0.96 -2.38 5.12  0.057
H36 0.41 -2.76 3.49  0.011
H37 -3.75 0.04 0.53  0.006
H38 -4.08 1.75 0.86  0.022
H39 -5.13 0.51 1.53  0.052
H40 -3.76 -1.74 3.17  0.023
H41 -4.34 -0.70 4.45  0.055
H42 -2.68 -1.26 4.48  0.018
H43 -3.13 3.09 3.42  0.027
H44 -2.50 2.15 4.78  0.021
H45 -4.22 2.12 4.40  0.056
N5 1.18 0.13 -1.41  -0.437
S1 2.54 1.00 -1.40  1.102
C28 3.65 0.15 -2.56  -0.385
C29 3.52 -1.21 -2.73  -0.089
C30 4.34 -1.85 -3.65  -0.052
C31 5.28 -1.12 -4.36  -0.037
C32 5.42 0.24 -4.15  -0.030
C33 4.61 0.89 -3.24  -0.066
C34 2.15 2.44 -2.43  -0.398
C35 1.79 2.27 -3.76  -0.086
C36 1.53 3.39 -4.53  -0.041
C37 1.63 4.66 -3.98  -0.034
C38 1.97 4.81 -2.64  -0.040
C39 2.23 3.70 -1.86  -0.076
H46 0.82 0.06 -2.35  -0.021
H47 2.79 -1.76 -2.16  0.072
H48 4.25 -2.92 -3.81  0.113
H49 5.92 -1.62 -5.09  0.123
H50 6.16 0.81 -4.71  0.126
H51 4.71 1.95 -3.07  0.125
H52 1.74 1.28 -4.20  0.116
H53 1.26 3.26 -5.57  0.121
H54 1.47 5.53 -4.60  0.124
H55 2.05 5.80 -2.21  0.122
H56 2.53 3.81 -0.82  0.083

The value obtained for the LUMO energy is -8.8 eV. The HOMO energy is -16.082 eV. The calculation puts the total energy at -5399.50282 Eh. Its net charge is +3. The value obtained for the HOMO-LUMO gap is 7.2 eV. Its energy relative to the best compared isomer or geometry (same formula, charge and spin) is 267.7 kJ/mol.


[5]
# C10H29NO7

A cluster of 4 separate species, C10H29NO7 in total (the ωB97M-V functional and the def2-TZVPD basis, OMol25).

Each line ends with the natural charge from an NBO analysis.
Geometry (Å):
C1 12.14 -16.55 -9.79  -0.252
O1 12.15 -17.94 -9.51  -0.556
C2 11.86 -18.28 -8.16  -0.066
C3 11.77 -19.79 -8.03  -0.071
C4 10.54 -20.30 -8.82  -0.636
N1 11.61 -20.20 -6.59  -0.820
H1 12.10 -16.53 -10.88  0.197
H2 13.07 -16.11 -9.44  0.168
H3 11.29 -15.97 -9.43  0.172
H4 12.77 -17.91 -7.67  0.168
H5 11.04 -17.73 -7.69  0.177
H6 12.71 -20.28 -8.31  0.188
H7 9.69 -19.64 -8.62  0.208
H8 10.13 -21.25 -8.47  0.205
H9 10.74 -20.30 -9.89  0.225
H10 10.70 -20.65 -6.61  0.343
H11 12.15 -21.05 -6.40  0.353
O2 15.23 -23.13 -10.68  -0.751
C5 16.34 -23.16 -9.78  -0.090
C6 15.95 -22.65 -8.37  -0.100
O3 15.08 -23.54 -7.69  -0.725
H12 14.69 -23.91 -10.50  0.486
H13 16.65 -24.20 -9.86  0.178
H14 17.14 -22.54 -10.19  0.193
H15 15.38 -21.75 -8.63  0.170
H16 16.84 -22.34 -7.82  0.178
H17 15.32 -23.55 -6.76  0.479
O4 14.97 -20.63 -12.01  -0.770
C7 13.76 -19.97 -11.66  -0.100
C8 12.81 -19.96 -12.87  -0.085
O5 13.25 -19.13 -13.93  -0.736
H18 15.05 -21.45 -11.51  0.504
H19 13.26 -20.53 -10.86  0.163
H20 13.98 -19.02 -11.16  0.186
H21 11.81 -19.73 -12.50  0.179
H22 12.84 -20.98 -13.28  0.164
H23 14.20 -19.28 -13.94  0.476
O6 12.11 -17.79 -16.96  -0.743
C9 13.35 -17.89 -17.67  -0.098
C10 14.45 -17.09 -16.98  -0.090
O7 14.25 -15.71 -17.15  -0.719
H24 12.17 -18.20 -16.09  0.478
H25 13.56 -18.95 -17.87  0.169
H26 13.15 -17.32 -18.58  0.189
H27 15.43 -17.40 -17.33  0.178
H28 14.46 -17.36 -15.91  0.159
H29 13.54 -15.41 -16.57  0.476

The value obtained for the LUMO energy is 0.3 eV. The HOMO energy is -9.690 eV. The calculation puts the total energy at -979.73477 Eh. Its net charge is 0. Its SMILES is COC[C@H](C)N.OCCO.OCCO.OCCO. The value obtained for the HOMO-LUMO gap is 10.0 eV. Its energy relative to the best compared isomer or geometry (same formula, charge and spin) is 36.5 kJ/mol.


[6]
# C5H4S

The molecule C5H4S (the ωB97M-V functional and the def2-TZVPD basis, OMol25).

Each line ends with the natural charge from an NBO analysis.
Geometry (Å):
C1 0.14 -0.97 0.16  -0.249
C2 0.88 1.31 0.40  -0.414
C3 1.16 -1.07 -0.73  -0.333
C4 3.90 0.37 0.10  -0.411
C5 -0.09 0.47 0.42  -0.206
S1 2.36 0.36 -0.08  0.654
H1 -0.46 -1.72 0.53  0.223
H2 0.83 2.37 0.57  0.253
H3 1.64 -1.82 -1.36  0.237
H4 -1.21 0.47 0.46  0.246

The value obtained for the LUMO energy is -0.4 eV. The HOMO energy is -8.156 eV. The calculation puts the total energy at -590.81299 Eh. Its net charge is 0. The value obtained for the HOMO-LUMO gap is 7.7 eV. Its energy relative to the best compared isomer or geometry (same formula, charge and spin) is 626.2 kJ/mol.